Formula: C4H7NO
Source: the Open Molecules 2025 dataset
Level of theory: ωB97M-V/def2-TZVPD

Summary:
- orbital gap (eV) = 11.460
- HOMO (eV) = -10.673
- electronic energy (a.u.) = -286.581412
- energy above the lowest of the compared OMol25 structures with the same formula, charge and spin (kcal/mol) = 31.5

Structure (XYZ):
```
13
Properties=species:S:1:pos:R:3:forces:R:3:mulliken_charge:R:1
N -1.941 1.978 -0.385 0.1 -0.9 0.3 -0.4395
C -1.686 0.890 -0.087 -0.2 1.2 0.0 0.2398
C -1.229 -0.459 0.240 0.3 0.2 0.0 -0.3669
C 0.061 -0.740 -0.561 0.3 0.4 -0.1 -0.5820
C 1.211 0.289 -0.176 -0.4 -0.4 -0.3 -0.4086
O 1.722 -0.121 1.081 0.1 -0.2 0.3 -0.5314
H -0.940 -0.515 1.323 -0.7 -0.1 -0.9 0.2340
H -2.051 -1.145 -0.056 0.6 0.1 0.6 0.2891
H 0.238 -1.820 -0.374 0.8 0.8 0.0 0.2947
H -0.125 -0.669 -1.635 -0.1 0.2 0.0 0.3585
H 2.038 0.351 -0.914 -0.5 -0.6 0.2 0.2615
H 0.855 1.346 -0.144 -0.3 -0.8 0.1 0.3362
H 1.847 0.614 1.686 0.0 0.1 -0.2 0.3144
```
Forces are in eV/Å.